No. 1
{
  "formula": "C12H36AlO6S6",
  "method": "ωB97M-V/def2-TZVPD",
  "gap_ha": 0.1568,
  "e_above_lowest_ev": 7.631,
  "total_charge": 3,
  "total_energy_ev": -96889.0548,
  "species": ["Al", "C", "S", "O", "C", "H", "H", "H", "H", "H", "H", "C", "S", "O", "C", "H", "H", "H", "H", "H", "H", "C", "S", "O", "C", "H", "H", "H", "H", "H", "H", "C", "S", "O", "C", "H", "H", "H", "H", "H", "H", "C", "S", "O", "C", "H", "H", "H", "H", "H", "H", "C", "S", "O", "C", "H", "H", "H", "H", "H", "H"],
  "xyz": [[0.045, -0.019, 0.196], [0.017, 4.380, -1.364], [-1.225, 3.551, -0.359], [-1.145, 2.065, -0.716], [-2.725, 4.192, -1.167], [0.378, 5.237, -0.789], [-0.338, 4.870, -2.271], [0.818, 3.677, -1.573], [-3.497, 3.447, -0.990], [-2.508, 4.212, -2.234], [-2.949, 5.183, -0.783], [0.276, -4.029, -3.078], [-0.366, -2.358, -3.056], [0.246, -1.700, -1.827], [0.627, -1.735, -4.426], [1.326, -3.920, -2.802], [0.161, -4.472, -4.064], [-0.206, -4.638, -2.316], [0.268, -0.741, -4.685], [0.643, -2.378, -5.302], [1.641, -1.600, -4.048], [-3.159, 0.973, -3.213], [-3.459, -0.395, -2.109], [-2.145, -0.562, -1.367], [-4.458, 0.478, -0.910], [-4.103, 1.288, -3.668], [-2.563, 0.685, -4.079], [-2.688, 1.790, -2.674], [-4.655, -0.171, -0.051], [-5.463, 0.646, -1.300], [-3.969, 1.344, -0.470], [3.764, -2.067, -1.759], [3.545, -2.339, 0.010], [2.433, -1.371, 0.376], [2.795, -3.961, -0.030], [4.462, -2.793, -2.172], [4.143, -1.057, -1.902], [2.765, -2.140, -2.186], [3.503, -4.687, -0.422], [1.810, -3.906, -0.495], [2.543, -4.233, 0.998], [3.341, -0.197, 3.783], [1.749, -1.022, 3.850], [1.060, -0.829, 2.523], [2.244, -2.729, 3.950], [3.818, -0.297, 2.808], [4.011, -0.507, 4.582], [3.059, 0.851, 3.894], [2.463, -2.990, 4.986], [3.053, -3.066, 3.302], [1.378, -3.331, 3.664], [-0.385, 1.717, 4.568], [-0.565, 2.778, 3.133], [-0.346, 1.970, 1.873], [-2.342, 3.015, 3.336], [-0.579, 2.333, 5.449], [0.658, 1.422, 4.666], [-1.073, 0.877, 4.545], [-2.899, 2.128, 3.638], [-2.780, 3.365, 2.404], [-2.452, 3.762, 4.124]]
}

No. 2
{
  "formula": "C4H10N3",
  "method": "ωB97M-V/def2-TZVPD",
  "gap_ha": 0.3744,
  "e_above_lowest_ev": 4.895,
  "total_charge": 1,
  "smiles": "C[NH+]=C1N(C)N1C",
  "total_energy_ev": -8769.7043,
  "species": ["C", "N", "C", "N", "C", "N", "C", "H", "H", "H", "H", "H", "H", "H", "H", "H", "H"],
  "xyz": [[2.037, -1.210, 0.845], [1.650, -0.388, -0.304], [0.390, -0.236, -0.421], [-0.588, 0.231, -1.259], [-1.059, 1.555, -1.650], [-0.809, -0.608, 0.064], [-1.537, -0.184, 1.233], [2.952, -0.867, 1.224], [2.181, -2.269, 0.522], [1.213, -1.345, 1.498], [2.387, 0.172, -0.829], [-1.683, 1.959, -0.902], [-0.208, 2.200, -2.108], [-1.694, 1.531, -2.601], [-2.686, -0.136, 1.008], [-1.507, -1.096, 1.925], [-1.041, 0.690, 1.756]]
}